{
  "formula": "C31H31BrF4N2PRhSSb",
  "method": "the ωB97M-V functional and the def2-TZVPD basis",
  "species": ["Sb", "Rh", "Br", "S", "P", "F", "F", "F", "F", "N", "N", "C", "C", "C", "C", "C", "C", "C", "C", "C", "C", "C", "C", "C", "C", "C", "C", "C", "C", "C", "C", "C", "C", "C", "C", "C", "C", "C", "C", "C", "C", "C", "H", "H", "H", "H", "H", "H", "H", "H", "H", "H", "H", "H", "H", "H", "H", "H", "H", "H", "H", "H", "H", "H", "H", "H", "H", "H", "H", "H", "H", "H", "H"],
  "coordinates": [[0.334, -2.400, -0.992], [0.155, -0.016, 0.166], [-2.256, 0.424, 0.664], [2.883, 2.897, -2.244], [0.492, -0.075, 2.469], [-4.488, 1.244, 2.439], [0.004, 0.471, 5.348], [-2.268, 1.176, 6.564], [-4.521, 1.579, 5.121], [1.228, 1.297, -1.087], [3.388, 1.408, -0.115], [1.604, -1.961, 4.208], [0.772, 3.339, -4.070], [4.060, 1.563, 3.369], [2.412, 3.341, 3.342], [-2.256, 1.026, 5.262], [2.482, 1.765, -1.024], [2.077, -3.266, -0.117], [0.543, 1.827, -2.210], [-1.387, -3.628, -0.677], [-3.388, 1.059, 3.145], [0.915, -4.270, 4.168], [0.046, -4.010, 3.110], [2.535, -4.518, -0.871], [0.685, -2.497, -3.099], [1.425, 2.432, 3.008], [1.679, -3.248, 4.717], [1.286, 2.719, -2.945], [-2.214, 0.689, 2.539], [1.756, 1.073, 2.884], [-1.166, -5.000, -1.312], [-1.288, 2.133, -3.710], [-1.041, 0.487, 3.237], [-0.033, -2.732, 2.590], [3.088, 0.644, 3.021], [3.722, 2.906, 3.531], [-0.490, -2.023, -3.949], [-0.528, 3.036, -4.446], [0.751, -1.704, 3.132], [-1.087, 0.658, 4.614], [-3.411, 1.232, 4.525], [-0.756, 1.519, -2.593], [-2.082, -5.578, -1.175], [0.891, -3.565, -3.203], [1.819, -3.461, 0.921], [-0.954, 3.502, -5.323], [-0.259, -2.212, -4.998], [5.080, 1.236, 3.525], [4.488, 3.621, 3.807], [1.799, -5.320, -0.841], [-1.411, -2.563, -3.726], [2.169, -1.169, 4.679], [-0.730, -2.515, 1.790], [2.330, -3.449, 5.558], [-0.359, -5.558, -0.839], [3.440, -4.892, -0.391], [-2.301, 1.913, -4.019], [4.311, 1.810, -0.125], [3.356, -0.398, 2.884], [-0.982, -4.947, -2.385], [-0.670, -0.953, -3.844], [-0.571, -4.804, 2.707], [-1.350, 0.804, -2.022], [1.600, -1.937, -3.285], [2.827, -2.474, -0.145], [-2.218, -3.083, -1.124], [2.790, -4.313, -1.911], [0.983, -5.271, 4.576], [1.367, 4.040, -4.642], [-1.548, -3.675, 0.399], [2.162, 4.386, 3.469], [3.160, 0.782, 0.635], [0.404, 2.770, 2.873]],
  "total_charge": 3,
  "multiplicity": 1,
  "e_homo_ev": [-16.43, -16.43]
}

=====

{
  "formula": "C4H6N2O",
  "method": "the ωB97M-V functional and the def2-TZVPD basis",
  "species": ["O", "N", "N", "C", "C", "C", "C", "H", "H", "H", "H", "H", "H"],
  "coordinates": [[0.878, 1.067, -0.382], [-1.289, 0.768, 0.581], [-1.758, -1.313, -0.044], [1.872, 0.317, -0.861], [-0.187, 0.266, -0.051], [-2.217, -0.239, 0.541], [-0.472, -1.014, -0.417], [-1.364, 1.654, 1.056], [-3.227, -0.107, 0.903], [0.173, -1.683, -0.966], [2.669, -0.216, 0.875], [2.603, 0.983, -1.333], [2.320, -0.481, 0.097]],
  "total_charge": 0,
  "multiplicity": 1,
  "e_homo_ev": -8.55
}

=====

{
  "formula": "C5H8O",
  "method": "the ωB97M-V functional and the def2-TZVPD basis",
  "species": ["O", "C", "C", "C", "C", "C", "H", "H", "H", "H", "H", "H", "H", "H"],
  "coordinates": [[1.795, 1.684, -0.682], [0.980, -0.217, 0.490], [2.061, 0.696, -0.043], [-0.209, -0.426, -0.425], [-1.531, -0.837, 0.167], [-1.359, 0.536, -0.416], [-1.311, 1.378, 0.269], [3.109, 0.516, 0.281], [0.030, -0.868, -1.391], [-2.139, -1.556, -0.375], [0.665, 0.409, 1.340], [-1.844, 0.762, -1.361], [1.379, -1.178, 0.847], [-1.597, -0.926, 1.249]],
  "smiles": "O=CCC1CC1",
  "total_charge": 0,
  "multiplicity": 1,
  "e_homo_ev": -9.67
}

=====

{
  "formula": "C69H66Br2F9N2O15S3",
  "method": "the ωB97M-V functional and the def2-TZVPD basis",
  "species": ["Br", "Br", "S", "S", "S", "F", "F", "F", "F", "F", "F", "F", "F", "F", "O", "O", "O", "O", "O", "O", "O", "O", "O", "O", "O", "O", "O", "O", "O", "N", "N", "C", "C", "C", "C", "C", "C", "C", "C", "C", "C", "C", "C", "C", "C", "C", "C", "C", "C", "C", "C", "C", "C", "C", "C", "C", "C", "C", "C", "C", "C", "C", "C", "C", "C", "C", "C", "C", "C", "C", "C", "C", "C", "C", "C", "C", "C", "C", "C", "C", "C", "C", "C", "C", "C", "C", "C", "C", "C", "C", "C", "C", "C", "C", "C", "C", "C", "C", "C", "C", "H", "H", "H", "H", "H", "H", "H", "H", "H", "H", "H", "H", "H", "H", "H", "H", "H", "H", "H", "H", "H", "H", "H", "H", "H", "H", "H", "H", "H", "H", "H", "H", "H", "H", "H", "H", "H", "H", "H", "H", "H", "H", "H", "H", "H", "H", "H", "H", "H", "H", "H", "H", "H", "H", "H", "H", "H", "H", "H", "H", "H", "H", "H", "H", "H", "H"],
  "coordinates": [[-1.592, 1.676, -5.047], [-4.223, 2.914, -4.580], [7.113, -1.228, 1.377], [5.129, -0.833, -0.878], [-7.805, -5.118, -0.307], [-4.700, -7.725, -0.416], [-8.283, -6.408, 0.640], [-8.651, -5.810, -1.624], [-5.528, -6.654, 1.439], [-7.495, -3.795, -1.351], [-5.611, -5.006, -1.876], [-6.657, -7.052, -1.769], [-9.245, -4.348, 0.103], [-7.067, -4.285, 0.938], [-9.557, -11.689, -3.013], [11.122, 0.709, -2.399], [-4.982, -11.355, -0.348], [7.031, -4.890, 5.630], [-2.089, 7.721, 1.443], [1.316, 5.407, -3.088], [3.288, -1.151, 5.219], [-5.119, 11.248, 3.997], [-1.160, -4.774, 6.702], [-11.800, -0.008, -0.251], [-7.214, 0.338, 2.394], [13.172, 5.368, -3.893], [-3.394, 0.202, -2.738], [3.354, 10.066, -4.603], [1.037, -2.964, 2.224], [-1.290, 1.538, -2.124], [8.039, -0.192, -0.967], [-8.507, -11.612, -2.401], [11.685, 2.155, -4.169], [1.494, 0.745, 0.912], [11.594, 1.779, -2.743], [-0.006, 6.025, 2.616], [-4.505, 8.995, 3.716], [6.173, -4.032, 5.536], [-7.823, -12.821, -1.896], [-3.741, 8.108, 3.074], [-3.776, -5.522, 0.053], [0.848, 4.062, -0.389], [-0.087, 1.656, -1.261], [-4.425, 10.439, 3.410], [6.373, -2.835, 4.693], [-8.905, -1.047, 1.520], [-8.958, 1.467, 1.285], [5.432, -1.894, 4.589], [4.149, -2.010, 5.313], [12.701, 4.300, -3.550], [12.200, 3.328, -4.544], [-3.050, 3.294, -2.973], [-2.225, 0.409, -1.914], [-10.112, 1.380, 0.621], [-0.275, 5.123, 1.698], [-6.032, -11.432, -0.960], [-0.354, -5.266, 4.547], [-7.867, -10.306, -2.135], [-0.657, -4.359, 5.675], [-10.057, -1.134, 0.858], [-3.468, 10.862, 2.366], [2.817, 8.618, -2.828], [-2.632, -3.115, 0.283], [7.699, 0.991, -1.820], [-1.596, 2.534, -3.212], [-6.716, -10.223, -1.466], [0.200, -4.810, 3.422], [12.095, 2.751, -1.749], [-3.120, -1.841, -0.578], [-2.784, 8.532, 2.030], [0.532, -3.380, 3.255], [6.863, -0.711, -0.224], [9.381, -2.436, -0.992], [1.786, 6.479, -3.437], [1.854, 6.858, -4.863], [12.609, 3.924, -2.124], [2.306, 7.446, -2.448], [-10.748, 0.072, 0.357], [2.887, 8.998, -4.255], [4.016, 0.324, 0.094], [8.682, -1.235, -1.834], [-0.470, 3.995, 0.538], [2.600, -0.352, 0.474], [-2.704, 9.975, 1.725], [-3.964, -4.025, 0.614], [0.221, 0.625, -0.077], [-2.898, 4.902, -2.926], [3.948, -3.208, 6.156], [-8.268, 0.259, 1.786], [4.889, -4.148, 6.261], [-6.260, -5.919, -0.941], [2.366, 8.030, -5.243], [-0.781, -0.588, 0.205], [-0.324, -2.929, 5.507], [-2.026, -0.679, -0.760], [-6.672, -12.738, -1.226], [7.123, 2.264, -1.004], [0.229, -2.473, 4.381], [1.017, 2.831, -1.440], [-5.149, -6.417, 0.083], [3.851, 1.275, -0.533], [2.172, -0.945, -0.423], [-2.266, 5.244, -2.029], [12.980, 4.647, -1.408], [-5.211, 8.701, 4.482], [1.469, 6.138, -5.574], [10.430, -2.668, -1.446], [-0.553, -1.290, 1.081], [9.589, -2.035, 0.072], [9.531, -0.702, -2.416], [-3.285, -5.587, -0.993], [8.692, 1.344, -2.315], [-8.478, 2.416, 1.487], [-0.604, -6.311, 4.686], [6.339, 2.780, -1.691], [-3.423, 11.923, 2.155], [-6.234, -9.276, -1.263], [7.958, -1.651, -2.644], [-4.088, -1.444, -0.059], [-0.615, 2.996, 1.088], [-4.113, -4.032, 1.752], [12.020, 2.459, -0.708], [11.315, 1.431, -4.885], [-0.832, 3.384, -3.298], [7.991, 3.028, -0.882], [-6.158, -13.614, -0.850], [1.108, 3.199, -2.538], [-1.998, 10.269, 0.958], [4.596, 0.587, 1.066], [-0.553, -2.279, 6.342], [-1.972, -3.782, -0.411], [3.002, -3.277, 6.679], [-2.473, 5.278, -3.938], [7.319, -2.766, 4.170], [-8.388, -1.923, 1.893], [-3.388, -0.722, -3.107], [-10.631, 2.255, 0.249], [2.053, 2.347, -1.206], [0.430, -5.460, 2.587], [-3.622, 2.882, -2.068], [-3.786, 7.047, 3.285], [1.103, 0.450, 1.968], [-1.376, 4.335, -0.083], [12.274, 3.619, -5.584], [3.202, 9.338, -2.117], [-3.968, 5.340, -2.851], [0.920, 5.070, -0.986], [-2.023, -2.866, 1.224], [5.563, -1.012, 3.975], [8.724, -3.380, -0.934], [4.758, -5.030, 6.874], [0.480, -1.429, 4.243], [6.692, 2.016, 0.031], [2.719, -1.093, 1.355], [-0.063, 6.905, 3.354], [2.423, 8.325, -6.284], [1.914, 1.822, 0.956], [-8.381, -9.430, -2.511], [-3.050, -6.093, 0.766], [6.991, 0.711, -2.701], [2.248, 7.152, -1.408], [-4.820, -3.539, 0.021], [-10.536, -2.084, 0.656], [1.779, 4.064, 0.310], [-3.408, -2.231, -1.630], [-8.306, -13.769, -2.098]],
  "total_charge": 1,
  "multiplicity": 1,
  "e_homo_ev": -10.11
}

=====

{
  "formula": "C8H26Cl4N3",
  "method": "the ωB97M-V functional and the def2-TZVPD basis",
  "species": ["Cl", "Cl", "Cl", "Cl", "N", "N", "N", "C", "C", "C", "C", "C", "C", "C", "C", "H", "H", "H", "H", "H", "H", "H", "H", "H", "H", "H", "H", "H", "H", "H", "H", "H", "H", "H", "H", "H", "H", "H", "H", "H", "H"],
  "coordinates": [[2.701, 1.456, 2.898], [-4.631, 0.763, 3.067], [-0.674, -1.173, 8.413], [-0.004, -4.746, 2.715], [-0.859, -5.379, 7.007], [-0.070, 1.143, -2.660], [-0.726, -0.889, 3.917], [-2.242, 1.976, -3.150], [3.852, 0.629, -3.072], [-1.211, 0.958, -3.647], [1.320, 0.676, -3.299], [-1.574, 2.902, -2.244], [2.526, 1.030, -2.380], [-0.309, 0.286, -1.442], [-0.077, 2.674, -2.393], [-0.817, 1.295, -4.606], [-1.813, 3.959, -2.360], [-1.239, 0.542, -0.936], [-1.557, -0.075, -3.611], [-2.717, 2.485, -3.989], [-0.876, -0.844, 4.915], [-1.600, -0.514, 3.576], [4.105, 1.148, -3.997], [0.356, 3.111, -3.293], [-0.489, -5.244, 6.077], [3.783, -0.377, -3.484], [0.534, 2.808, -1.501], [-0.595, -1.853, 3.646], [0.451, 0.407, -0.670], [1.442, 1.163, -4.267], [-3.102, 1.429, -2.764], [-1.863, 2.605, -1.236], [2.671, 2.091, -2.174], [-0.732, -4.531, 7.541], [2.471, 0.616, -1.374], [-0.258, -5.966, 7.568], [4.738, 0.622, -2.438], [-1.788, -5.774, 7.028], [1.170, -0.393, -3.448], [0.020, -0.236, 3.724], [-0.316, -0.783, -1.656]],
  "total_charge": -1,
  "multiplicity": 1,
  "e_homo_ev": -4.38
}

=====

{
  "formula": "C35H29N3O7PTa",
  "method": "the ωB97M-V functional and the def2-TZVPD basis",
  "species": ["Ta", "P", "O", "O", "O", "O", "O", "O", "O", "N", "N", "N", "C", "C", "C", "C", "C", "C", "C", "C", "C", "C", "C", "C", "C", "C", "C", "C", "C", "C", "C", "C", "C", "C", "C", "C", "C", "C", "C", "C", "C", "C", "C", "C", "C", "C", "C", "H", "H", "H", "H", "H", "H", "H", "H", "H", "H", "H", "H", "H", "H", "H", "H", "H", "H", "H", "H", "H", "H", "H", "H", "H", "H", "H", "H", "H"],
  "coordinates": [[-0.238, 0.742, 0.191], [1.640, -0.861, -0.728], [-1.025, -1.878, 0.498], [-1.393, 2.735, -3.175], [-2.671, -3.317, 0.039], [-4.014, -0.816, 1.509], [-1.742, 0.559, 1.191], [-0.334, 1.797, -1.424], [1.481, 1.422, 0.782], [0.693, 3.478, 1.337], [-1.834, -0.219, -1.388], [-0.475, 2.804, 1.245], [-1.266, 1.855, -2.390], [2.802, 0.108, -1.744], [4.082, -2.980, 2.518], [0.560, -4.375, -2.552], [-4.042, 0.502, 1.825], [-2.841, 1.205, 1.638], [-3.128, 0.357, -3.298], [4.640, 5.023, 1.204], [4.738, -2.308, 1.498], [2.694, -3.008, 2.554], [-3.493, -1.725, -2.158], [-3.817, -0.840, -3.183], [-5.094, 2.552, 2.537], [-2.000, -2.208, -0.148], [5.426, 2.746, 1.306], [-2.785, 2.588, 1.872], [2.622, -1.695, 0.536], [4.014, -1.664, 0.506], [-0.015, -2.562, -4.025], [1.012, -2.108, -1.891], [-5.241, -1.528, 1.679], [3.334, 4.577, 1.140], [0.477, -1.657, -3.100], [4.124, 2.290, 1.230], [-3.930, 3.251, 2.332], [-1.551, 3.315, 1.738], [-2.134, 0.621, -2.369], [1.703, 2.716, 1.088], [1.962, -2.362, 1.572], [1.060, -3.472, -1.623], [3.070, 3.205, 1.147], [-2.491, -1.368, -1.275], [0.019, -3.923, -3.746], [-5.156, 1.182, 2.288], [5.686, 4.111, 1.287], [4.540, -1.151, -0.288], [3.391, 0.771, -1.110], [3.457, -0.575, -2.284], [-3.334, 1.074, -4.081], [4.653, -3.483, 3.287], [5.819, -2.288, 1.466], [6.243, 2.041, 1.390], [-0.407, -2.210, -4.971], [-5.522, -1.579, 2.731], [0.608, -5.437, -2.347], [-6.045, -1.064, 1.104], [-0.356, -4.631, -4.473], [3.909, 1.229, 1.269], [6.707, 4.463, 1.348], [0.477, -0.597, -3.334], [1.493, -3.827, -0.697], [4.850, 6.083, 1.194], [-6.084, 0.660, 2.465], [0.880, -2.382, 1.603], [2.184, -3.537, 3.348], [-1.504, 4.331, 2.121], [-3.888, 4.316, 2.523], [-5.979, 3.060, 2.894], [-2.310, -3.826, 0.780], [2.506, 5.270, 1.084], [-4.600, -1.090, -3.886], [2.251, 0.713, -2.462], [-4.001, -2.672, -2.047], [-5.067, -2.531, 1.303]],
  "total_charge": 2,
  "multiplicity": 1,
  "e_homo_ev": -13.56
}

=====

{
  "formula": "C3H4ClNO",
  "method": "the ωB97M-V functional and the def2-TZVPD basis",
  "species": ["Cl", "O", "N", "C", "C", "C", "H", "H", "H", "H"],
  "coordinates": [[0.838, -2.912, -0.122], [0.297, -0.185, -0.752], [0.341, 1.001, -0.357], [0.649, 2.087, -1.033], [-0.361, -2.286, 0.793], [-1.429, -2.102, 1.374], [1.213, 2.027, -1.980], [0.556, 2.943, -0.471], [-2.231, -1.660, 1.928], [0.128, 1.087, 0.621]],
  "smiles": "C=[NH+][O-].C#CCl",
  "total_charge": 0,
  "multiplicity": 1,
  "e_homo_ev": -9.04
}

=====

{
  "formula": "C4H12N2O",
  "method": "the ωB97M-V functional and the def2-TZVPD basis",
  "species": ["O", "N", "N", "C", "C", "C", "C", "H", "H", "H", "H", "H", "H", "H", "H", "H", "H", "H", "H"],
  "coordinates": [[0.448, 0.254, 0.233], [-1.740, -1.341, 0.065], [0.069, -1.896, -1.268], [-2.215, -0.569, 1.213], [1.868, 1.882, -0.792], [1.324, 1.303, 0.518], [-0.420, -1.464, -0.071], [2.134, 0.901, 1.154], [-3.270, -0.795, 1.405], [0.192, -1.698, 0.783], [-1.644, -0.908, 2.076], [1.076, -1.913, -1.258], [-2.145, 0.506, 1.039], [2.600, 2.682, -0.636], [2.292, 1.089, -1.416], [-2.195, -1.141, -0.818], [0.857, 2.098, 1.123], [1.024, 2.268, -1.362], [-0.256, -1.256, -1.988]],
  "total_charge": 0,
  "multiplicity": 1,
  "e_homo_ev": -7.57
}

=====

{
  "formula": "C5H9N",
  "method": "the ωB97M-V functional and the def2-TZVPD basis",
  "species": ["N", "C", "C", "C", "C", "C", "H", "H", "H", "H", "H", "H", "H", "H", "H"],
  "coordinates": [[1.242, -1.086, 0.332], [1.047, 1.869, 0.802], [-2.294, -1.056, -0.640], [-0.952, -1.190, -0.682], [0.136, 0.979, -0.152], [0.090, -0.375, -0.158], [1.730, 2.560, 0.093], [1.488, -1.969, -0.053], [0.597, 2.486, 1.679], [-2.865, -0.512, 0.011], [1.870, 1.192, 1.264], [-0.529, -1.901, -1.309], [-0.806, 1.329, -0.259], [2.133, -0.599, 0.352], [-2.886, -1.726, -1.280]],
  "smiles": "C=C/C(N)=C/C",
  "total_charge": 0,
  "multiplicity": 1,
  "e_homo_ev": -8.08
}

=====

Q: What is the formula in the third record?
A: C5H8O

=====

Q: What is the formula in the first record?
A: C31H31BrF4N2PRhSSb